1.
C3H3Cl2NO in the gas phase at a distorted geometry. Source: the OMol25 dataset; level of theory: wB97M-V/def2-TZVPD.

Computed properties:
- DFT total energy (Eh) = -1166.36121
- frontier orbital gap (spin up / spin down) (eV) = 8.3 / 8.3
- energy relative to the best compared isomer or geometry (same formula, charge and spin) (eV) = 3.3953

Last column: Mulliken charge in e.
CARTESIAN COORDINATES (ANGSTROEM)
1 C -0.152 -0.990 0.487  0.159
2 C 0.496 0.235 0.043  -0.755
3 C 2.083 -0.232 0.437  0.569
4 N 0.317 -1.859 1.235  -0.212
5 O 2.205 -1.022 1.419  -0.458
6 Cl 2.713 -0.951 -1.152  -0.217
7 Cl 2.901 1.414 0.744  -0.214
8 H -1.122 -1.320 0.125  0.391
9 H 0.505 0.599 -1.000  0.394
10 H 0.282 1.070 0.693  0.345

---

2.
2 unconnected molecules or ions with the total composition C3H3Cl2O2 at a distorted geometry. Source: the OMol25 dataset; level of theory: wB97M-V/def2-TZVPD.

Computed properties:
- DFT total energy (Eh) = -1187.01109
- frontier orbital gap (eV) = 6.8
- charge = -1
- energy relative to the best compared isomer or geometry (same formula, charge and spin) (eV) = 0.9123

Last column: Mulliken charge in e.
CARTESIAN COORDINATES (ANGSTROEM)
1 C -2.735 0.907 -1.301  0.730
2 C -0.209 0.259 0.298  -0.924
3 C -0.719 1.398 -0.492  -0.026
4 O -2.382 0.167 -2.168  -0.497
5 O -3.443 1.453 -0.554  -0.454
6 Cl -0.884 2.893 0.501  -0.291
7 Cl 0.414 1.722 -1.813  -0.269
8 H 0.933 0.349 0.641  0.266
9 H -0.977 -0.062 1.074  0.250
10 H -0.297 -0.539 -0.565  0.216

---

3.
A molecular structure, C3H3Cl3S2 at a distorted geometry. Source: the OMol25 dataset; level of theory: wB97M-V/def2-TZVPD.

Computed properties:
- DFT total energy (Eh) = -2292.88343
- frontier orbital gap (spin up / spin down) (eV) = 8.7 / 6.5
- energy relative to the best compared isomer or geometry (same formula, charge and spin) (eV) = 4.2728

Last column: Mulliken charge in e.
CARTESIAN COORDINATES (ANGSTROEM)
1 C -1.914 0.383 0.734  -0.015
2 C -0.848 1.008 0.349  0.058
3 C 1.224 -1.024 0.166  0.143
4 S 0.497 -1.250 -1.415  -0.122
5 S 2.685 -0.052 0.627  -0.119
6 Cl -3.563 0.738 0.191  -0.177
7 Cl -0.396 2.432 -0.392  -0.101
8 Cl 0.810 -2.370 1.092  -0.155
9 H -1.750 -0.675 1.038  0.236
10 H 0.700 -0.107 -2.153  0.141
11 H 2.555 0.916 -0.236  0.112

---

4.
C3H3Cl3S2 in the gas phase. Source: the OMol25 dataset; level of theory: wB97M-V/def2-TZVPD.

Computed properties:
- DFT total energy (Eh) = -2293.04045
- frontier orbital gap (eV) = 8.4
- structure (SMILES) = CSC(=S)C(Cl)(Cl)Cl
- energy relative to the best compared isomer or geometry (same formula, charge and spin) (eV) = 0.0000

Last column: Mulliken charge in e.
CARTESIAN COORDINATES (ANGSTROEM)
1 C 0.881 -1.192 1.624  -0.956
2 C -0.505 0.167 -0.320  -0.081
3 C -0.558 1.092 -1.580  0.401
4 H 0.530 -0.486 2.352  0.343
5 H 0.157 -1.987 1.536  0.334
6 H 1.873 -1.560 1.910  0.333
7 S 1.105 -0.406 0.023  0.131
8 S -1.812 -0.074 0.604  -0.163
9 Cl -0.156 2.743 -1.018  -0.094
10 Cl 0.632 0.600 -2.807  -0.143
11 Cl -2.148 1.103 -2.324  -0.106

---

5.
C3H3Cl3Si in the gas phase at a distorted geometry. Source: the OMol25 dataset; level of theory: wB97M-V/def2-TZVPD.

Computed properties:
- DFT total energy (Eh) = -1786.24922
- frontier orbital gap (eV) = 10.5
- structure (SMILES) = Cl[Si](Cl)(Cl)C1=CC1
- energy relative to the best compared isomer or geometry (same formula, charge and spin) (eV) = 0.6142

Last column: Mulliken charge in e.
CARTESIAN COORDINATES (ANGSTROEM)
1 C -1.262 0.563 -0.720  0.057
2 C -0.131 0.281 -0.130  -0.211
3 C -1.572 -0.447 0.287  -0.541
4 Si 1.675 0.061 0.081  0.666
5 Cl 1.767 -0.918 1.868  -0.227
6 Cl 2.606 -0.969 -1.336  -0.198
7 Cl 2.519 1.926 0.119  -0.233
8 H -1.805 1.212 -1.504  0.285
9 H -2.066 -0.183 1.287  0.192
10 H -1.731 -1.526 0.049  0.209

---

6.
2 unconnected molecules or ions with the total composition C3H3ClFN at a distorted geometry. Source: the OMol25 dataset; level of theory: wB97M-V/def2-TZVPD.

Computed properties:
- DFT total energy (Eh) = -730.75829
- frontier orbital gap (eV) = 9.6
- energy relative to the best compared isomer or geometry (same formula, charge and spin) (eV) = 4.2357

Last column: Mulliken charge in e.
CARTESIAN COORDINATES (ANGSTROEM)
1 C -0.019 0.287 -0.452  -0.618
2 C -3.992 -1.051 -0.018  -0.046
3 C -1.665 1.776 0.771  -0.176
4 N -0.918 1.043 0.271  0.001
5 F -2.681 -1.336 -0.162  -0.056
6 Cl -4.178 0.521 -0.201  0.074
7 H -0.606 -0.720 -0.595  0.229
8 H 0.729 0.092 0.287  0.293
9 H 0.271 0.836 -1.341  0.299

---

7.
2 unconnected molecules or ions with the total composition C3H3ClFNO3 at a distorted geometry. Source: the OMol25 dataset; level of theory: wB97M-V/def2-TZVPD.

Computed properties:
- DFT total energy (Eh) = -956.38559
- frontier orbital gap (spin up / spin down) (eV) = 6.7 / 6.7
- energy relative to the best compared isomer or geometry (same formula, charge and spin) (eV) = 3.5021

Last column: Mulliken charge in e.
CARTESIAN COORDINATES (ANGSTROEM)
1 C -0.304 -0.777 -0.670  0.716
2 C 0.109 -1.432 0.597  -1.164
3 C -0.353 0.734 -0.693  0.343
4 N -0.407 1.614 0.480  1.093
5 O -0.301 2.790 0.264  -0.527
6 O -0.583 -1.351 -1.692  -0.481
7 O -0.592 1.090 1.548  -0.547
8 F 2.190 0.599 -0.425  -0.552
9 Cl -0.408 1.494 -2.147  0.079
10 H 1.072 -1.039 0.918  0.376
11 H 0.183 -2.504 0.430  0.324
12 H -0.606 -1.218 1.390  0.340

---

8.
A molecular structure, C3H3ClI2O at a distorted geometry. Source: the OMol25 dataset; level of theory: wB97M-V/def2-TZVPD.

Computed properties:
- DFT total energy (Eh) = -1246.67259
- frontier orbital gap (eV) = 7.0
- energy relative to the best compared isomer or geometry (same formula, charge and spin) (eV) = 6.4760

Last column: Mulliken charge in e.
CARTESIAN COORDINATES (ANGSTROEM)
1 C 1.178 1.012 0.605  -0.319
2 C 3.368 0.556 -0.844  -0.155
3 C 0.251 0.002 0.023  -0.127
4 O -0.937 0.316 -0.606  -0.527
5 Cl 4.069 2.014 -0.537  0.005
6 I 0.581 2.952 0.161  0.099
7 I 4.267 -1.040 0.194  0.098
8 H 0.853 -0.280 -0.908  0.298
9 H -0.034 -0.852 0.694  0.313
10 H -0.816 0.840 -1.417  0.315

---

9.
C3H3ClN2 in the gas phase at a distorted geometry. Source: the OMol25 dataset; level of theory: wB97M-V/def2-TZVPD.

Computed properties:
- DFT total energy (Eh) = -685.75708
- frontier orbital gap (eV) = 10.0
- structure (SMILES) = ClC1=NCN=C1
- energy relative to the best compared isomer or geometry (same formula, charge and spin) (eV) = 1.5877

Last column: Mulliken charge in e.
CARTESIAN COORDINATES (ANGSTROEM)
1 C 0.230 -1.093 0.026  -0.223
2 C 1.133 0.043 0.007  0.405
3 C -0.986 0.676 -0.008  -0.143
4 N -1.023 -0.735 -0.065  -0.460
5 N 0.321 1.205 -0.087  -0.437
6 Cl 2.784 -0.011 -0.030  -0.156
7 H 0.463 -2.091 0.109  0.465
8 H -1.415 1.231 -0.941  0.273
9 H -1.507 0.776 0.989  0.275

---

10.
2 unconnected molecules or ions with the total composition C3H3ClN2O at a distorted geometry. Source: the OMol25 dataset; level of theory: wB97M-V/def2-TZVPD.

Computed properties:
- DFT total energy (Eh) = -761.00410
- frontier orbital gap (eV) = 9.2
- energy relative to the best compared isomer or geometry (same formula, charge and spin) (eV) = 1.5630

Last column: Mulliken charge in e.
CARTESIAN COORDINATES (ANGSTROEM)
1 C 2.252 -0.093 0.145  0.404
2 C -0.909 0.984 0.316  0.485
3 C 1.493 0.840 -0.380  -0.372
4 N 2.970 -1.025 0.428  -0.429
5 N 0.139 1.003 -0.239  -0.258
6 O -2.000 1.036 0.713  -0.452
7 Cl -4.463 -0.434 -0.045  -0.225
8 H -5.674 -0.715 -0.360  0.237
9 H 1.963 1.598 -0.993  0.321
10 H 3.502 -1.079 1.289  0.288

---

11.
C3H3ClN2O in the gas phase at a distorted geometry. Source: the OMol25 dataset; level of theory: wB97M-V/def2-TZVPD.

Computed properties:
- DFT total energy (Eh) = -760.86036
- frontier orbital gap (spin up / spin down) (eV) = 8.4 / 7.5
- energy relative to the best compared isomer or geometry (same formula, charge and spin) (eV) = 5.4741

Last column: Mulliken charge in e.
CARTESIAN COORDINATES (ANGSTROEM)
1 C -0.463 0.239 -0.279  0.352
2 C -1.669 0.650 0.166  0.424
3 C 0.377 -0.699 0.648  -0.395
4 N 0.013 0.709 -1.444  -0.635
5 N 1.328 0.152 1.152  -0.284
6 O -2.836 0.754 0.403  -0.357
7 Cl 2.472 0.628 -0.002  -0.043
8 H -0.361 -0.888 1.551  0.314
9 H 0.804 -1.500 -0.056  0.357
10 H 0.335 -0.045 -2.138  0.267

---

12.
C3H3ClN2OS in the gas phase at a distorted geometry. Source: the OMol25 dataset; level of theory: wB97M-V/def2-TZVPD.

Computed properties:
- DFT total energy (Eh) = -1159.16827
- frontier orbital gap (spin up / spin down) (eV) = 7.6 / 7.6
- energy relative to the best compared isomer or geometry (same formula, charge and spin) (eV) = 1.9589

Last column: Mulliken charge in e.
CARTESIAN COORDINATES (ANGSTROEM)
1 C -0.553 0.923 -0.572  0.378
2 C 1.328 -0.316 0.373  0.335
3 C -1.497 -0.211 -0.443  -0.123
4 N 2.191 -0.938 0.906  -0.331
5 N 0.782 0.790 -0.003  -0.152
6 O -0.799 2.040 -0.873  -0.489
7 S -0.687 -1.636 -1.075  -0.344
8 Cl -1.951 -0.233 1.330  -0.178
9 H -2.289 -0.119 -1.116  0.341
10 H 2.413 -1.907 0.989  0.315
11 H 1.063 1.607 0.484  0.249

---

13.
A gas-phase ion, C3H3ClNO (charge +1) at a distorted geometry. Source: the OMol25 dataset; level of theory: wB97M-V/def2-TZVPD.

Computed properties:
- DFT total energy (Eh) = -705.84932
- frontier orbital gap (eV) = 9.0
- charge = +1
- structure (SMILES) = O=[N+]1C=C[C@H]1Cl
- energy relative to the best compared isomer or geometry (same formula, charge and spin) (eV) = 2.2544

Last column: Mulliken charge in e.
CARTESIAN COORDINATES (ANGSTROEM)
1 C 0.659 -0.668 -0.507  -0.279
2 C -0.627 -0.521 -0.940  -0.381
3 C 0.480 0.285 0.702  0.153
4 N -0.936 0.385 0.253  0.589
5 O -1.872 0.943 0.648  -0.319
6 Cl 1.188 1.914 0.690  -0.054
7 H 1.558 -1.188 -0.865  0.403
8 H -1.224 -0.817 -1.647  0.560
9 H 0.774 -0.333 1.666  0.327

---

14.
C3H3ClO in the gas phase at a distorted geometry. Source: the OMol25 dataset; level of theory: wB97M-V/def2-TZVPD.

Computed properties:
- DFT total energy (Eh) = -651.50385
- frontier orbital gap (eV) = 10.0
- structure (SMILES) = C=C(Cl)C=O
- energy relative to the best compared isomer or geometry (same formula, charge and spin) (eV) = 0.1253

Last column: Mulliken charge in e.
CARTESIAN COORDINATES (ANGSTROEM)
1 C -0.384 -0.368 0.052  0.601
2 C -0.752 0.946 -0.043  -0.732
3 C 1.109 -0.635 0.050  0.048
4 H 0.039 1.679 -0.019  0.182
5 H -1.751 1.358 -0.070  0.289
6 H 1.617 0.381 0.080  0.218
7 O 1.654 -1.711 -0.050  -0.450
8 Cl -1.533 -1.649 -0.001  -0.156

---

15.
C3H3ClO in the gas phase at a distorted geometry. Source: the OMol25 dataset; level of theory: wB97M-V/def2-TZVPD.

Computed properties:
- DFT total energy (Eh) = -651.48965
- frontier orbital gap (eV) = 10.5
- structure (SMILES) = O=C/C=C\Cl
- energy relative to the best compared isomer or geometry (same formula, charge and spin) (eV) = 0.5118

Last column: Mulliken charge in e.
CARTESIAN COORDINATES (ANGSTROEM)
1 C -1.118 0.411 -0.174  -0.225
2 C 0.189 0.541 -0.170  -0.198
3 C 1.051 -0.571 0.214  0.065
4 H -1.799 1.292 -0.212  0.326
5 H 0.824 1.381 -0.445  0.323
6 H 1.666 -0.325 1.156  0.270
7 O 1.112 -1.652 -0.353  -0.430
8 Cl -1.925 -1.078 -0.016  -0.130

---

16.
C3H3ClO2 in the gas phase at a distorted geometry. Source: the OMol25 dataset; level of theory: wB97M-V/def2-TZVPD.

Computed properties:
- DFT total energy (Eh) = -726.63226
- frontier orbital gap (eV) = 10.0
- structure (SMILES) = C[C@]1(Cl)OC1=O
- energy relative to the best compared isomer or geometry (same formula, charge and spin) (eV) = 4.0184

Last column: Mulliken charge in e.
CARTESIAN COORDINATES (ANGSTROEM)
1 C 0.511 0.152 -1.365  0.296
2 C -0.121 0.544 -0.109  0.729
3 C -0.185 -0.490 1.022  -0.999
4 O 1.600 -0.581 -2.180  -0.505
5 O -0.768 0.226 -1.360  -0.276
6 Cl -0.296 2.284 0.227  -0.173
7 H -0.749 -1.313 0.617  0.332
8 H -0.782 -0.029 1.805  0.309
9 H 0.789 -0.793 1.343  0.288

---

17.
2 unconnected molecules or ions with the total composition C3H3ClO2 at a distorted geometry. Source: the OMol25 dataset; level of theory: wB97M-V/def2-TZVPD.

Computed properties:
- DFT total energy (Eh) = -726.68756
- frontier orbital gap (eV) = 8.3
- energy relative to the best compared isomer or geometry (same formula, charge and spin) (eV) = 2.5137

Last column: Mulliken charge in e.
CARTESIAN COORDINATES (ANGSTROEM)
1 C -0.770 1.161 2.003  0.845
2 C 0.149 0.206 -0.242  0.045
3 C 0.182 -1.007 -1.159  -0.902
4 O -0.966 0.034 2.192  -0.379
5 O -0.682 2.303 1.870  -0.383
6 Cl 1.326 1.441 -0.601  -0.090
7 H 0.511 -0.853 -2.239  0.322
8 H -0.770 -1.709 -1.042  0.242
9 H 1.021 -1.575 -0.783  0.301

---

18.
2 unconnected molecules or ions with the total composition C3H3ClO2 at a distorted geometry. Source: the OMol25 dataset; level of theory: wB97M-V/def2-TZVPD.

Computed properties:
- DFT total energy (Eh) = -726.51655
- frontier orbital gap (spin up / spin down) (eV) = 7.0 / 7.1
- 2S+1 = 3
- <S²> = 2.006
- energy relative to the best compared isomer or geometry (same formula, charge and spin) (eV) = 4.2450

Last column: Löwdin spin population.
CARTESIAN COORDINATES (ANGSTROEM)
1 C 1.195 1.167 -0.044  0.743
2 C -0.963 -1.192 0.135  0.017
3 C -1.611 -0.237 0.256  0.019
4 O -0.311 -2.292 0.207  0.002
5 O 2.178 0.761 0.498  0.974
6 Cl -2.416 1.234 0.146  0.005
7 H 1.219 1.288 -1.164  0.129
8 H 0.370 1.634 0.509  0.111
9 H 0.340 -2.362 -0.544  0.001

---

19.
C3H3ClO3S in the gas phase at a distorted geometry. Source: the OMol25 dataset; level of theory: wB97M-V/def2-TZVPD.

Computed properties:
- DFT total energy (Eh) = -1200.13446
- frontier orbital gap (eV) = 9.8
- energy relative to the best compared isomer or geometry (same formula, charge and spin) (eV) = 1.9501

Last column: Mulliken charge in e.
CARTESIAN COORDINATES (ANGSTROEM)
1 C 1.212 -1.170 1.190  0.853
2 C -0.649 0.489 0.622  -0.503
3 C 0.600 -0.011 1.252  -0.746
4 O 1.781 -2.153 1.447  -0.348
5 O -0.270 1.133 -3.126  -0.410
6 O -0.556 1.075 -0.680  -0.290
7 S 0.190 0.391 -1.999  0.681
8 Cl -0.896 -1.494 -2.129  -0.251
9 H -1.245 -0.383 0.679  0.368
10 H -1.231 1.331 1.064  0.302
11 H 1.066 0.791 1.680  0.345

---

20.
C3H3ClS in the gas phase at a distorted geometry. Source: the OMol25 dataset; level of theory: wB97M-V/def2-TZVPD.

Computed properties:
- DFT total energy (Eh) = -974.43313
- frontier orbital gap (eV) = 7.8
- structure (SMILES) = C=C(Cl)C=S
- energy relative to the best compared isomer or geometry (same formula, charge and spin) (eV) = 0.2863

Last column: Mulliken charge in e.
CARTESIAN COORDINATES (ANGSTROEM)
1 C 0.461 0.293 0.078  0.650
2 C 0.481 1.695 0.030  -0.681
3 C -0.689 -0.614 0.100  -0.379
4 H -0.433 2.351 0.063  0.274
5 H 1.502 2.091 -0.096  0.248
6 H -0.468 -1.670 0.298  0.297
7 S -2.259 -0.160 -0.051  -0.194
8 Cl 2.001 -0.497 -0.041  -0.215